(1)
A 2-piece molecular cluster, C4H12O2 overall in a non-equilibrium geometry, computed with the ωB97M-V functional and the def2-TZVPD basis.

Calculated values
SMILES = COC.COC
E = -8435.6672 eV
frontier orbital gap = 10.57 eV
max |F| = 0.0293 hartree/bohr

Structure (ORCA input):
```
! RIJCOSX wB97M-V def2-TZVPD def2/J DEFGRID3
* xyz 0 1
O -0.963 0.322 -1.655
O 1.609 -0.575 2.579
C 2.042 0.686 2.995
C -0.910 0.351 -3.073
C 1.015 -0.609 1.317
C -2.027 -0.447 -1.136
H 0.773 -1.685 1.280
H 2.785 0.679 3.811
H -1.742 0.981 -3.431
H 2.430 1.308 2.171
H -2.000 -1.490 -1.495
H 1.110 1.142 3.372
H 1.691 -0.371 0.478
H 0.041 0.825 -3.366
H 0.082 -0.034 1.191
H -1.973 -0.454 -0.034
H -2.986 0.006 -1.439
H -0.978 -0.634 -3.565
*
```

These are the Löwdin partial charges, in e, on atoms 1 to 8:
1 O -0.257
2 O -0.245
3 C -0.137
4 C -0.126
5 C -0.144
6 C -0.134
7 H 0.096
8 H 0.089

=====

(2)
A 2-piece molecular cluster, C4H12O2 overall in a non-equilibrium geometry, computed with the ωB97M-V functional and the def2-TZVPD basis.

Calculated values
SMILES = COC.COC
E = -8435.6322 eV
frontier orbital gap = 10.90 eV
max |F| = 0.0329 hartree/bohr

Structure (ORCA input):
```
! RIJCOSX wB97M-V def2-TZVPD def2/J DEFGRID3
* xyz 0 1
O 4.449 -1.056 -1.552
O -4.052 0.230 0.862
C -5.007 -0.781 0.974
C -4.490 1.372 1.568
C 3.638 0.059 -1.264
C 5.854 -0.734 -1.307
H -6.034 -0.455 0.739
H 6.167 0.033 -2.035
H -3.553 1.939 1.693
H 6.174 -0.416 -0.300
H 6.360 -1.682 -1.554
H -5.012 -1.277 1.960
H 3.719 0.343 -0.201
H 2.574 -0.104 -1.504
H 4.014 0.893 -1.881
H -4.901 1.147 2.566
H -5.213 2.003 1.024
H -4.688 -1.513 0.214
*
```

These are the Löwdin partial charges, in e, on atoms 1 to 8:
1 O -0.249
2 O -0.232
3 C -0.159
4 C -0.142
5 C -0.152
6 C -0.107
7 H 0.088
8 H 0.082

=====

(3)
A 3-piece molecular cluster, C4H12O2 overall in a non-equilibrium geometry, computed with the ωB97M-V functional and the def2-TZVPD basis.

Calculated values
SMILES = C=CCC.O.O
E = -8436.5105 eV
frontier orbital gap = 10.50 eV
max |F| = 0.0307 hartree/bohr

Structure (ORCA input):
```
! RIJCOSX wB97M-V def2-TZVPD def2/J DEFGRID3
* xyz 0 1
O -1.370 1.018 -1.797
O 1.181 -0.042 -3.098
C -0.707 -2.050 1.793
C -0.046 0.381 1.890
C -0.055 -1.023 1.278
C 0.886 1.299 1.091
H -0.506 -3.092 1.595
H -0.977 0.313 -1.274
H -1.053 0.789 1.820
H 1.055 0.657 -2.445
H 1.918 0.988 1.236
H 0.640 -1.086 0.453
H -1.475 -1.862 2.534
H 1.075 -0.851 -2.584
H -1.215 0.774 -2.723
H 0.361 0.285 2.890
H 0.768 1.168 0.008
H 0.688 2.351 1.266
*
```

These are the Löwdin partial charges, in e, on atoms 1 to 8:
1 O -0.062
2 O -0.055
3 C -0.005
4 C -0.248
5 C -0.203
6 C -0.118
7 H 0.051
8 H 0.004

=====

(4)
A 2-piece molecular cluster, C4H12O2 overall in a non-equilibrium geometry, computed with the ωB97M-V functional and the def2-TZVPD basis.

Calculated values
SMILES = CCO.CCO
E = -8436.6367 eV
frontier orbital gap = 10.69 eV
max |F| = 0.0323 hartree/bohr

Structure (ORCA input):
```
! RIJCOSX wB97M-V def2-TZVPD def2/J DEFGRID3
* xyz 0 1
O -0.333 -0.027 -1.864
O 1.551 -2.480 0.716
C -1.016 1.233 -1.830
C 0.317 -1.757 0.898
C -0.454 2.013 -0.624
C 0.529 -0.688 1.972
H -0.189 1.463 0.272
H -0.405 -2.530 1.153
H 2.292 -2.019 1.086
H -0.729 1.775 -2.731
H 1.240 0.044 1.594
H -0.743 -0.648 -2.467
H -1.082 2.877 -0.414
H -0.421 -0.218 2.228
H 0.095 -1.295 -0.063
H 0.942 -1.156 2.867
H 0.495 2.353 -1.051
H -2.089 1.060 -1.744
*
```

These are the Löwdin partial charges, in e, on atoms 1 to 8:
1 O -0.105
2 O -0.097
3 C -0.291
4 C -0.285
5 C -0.068
6 C -0.096
7 H 0.046
8 H 0.109

=====

(5)
A 2-piece molecular cluster, C4H12O2PSi overall in a non-equilibrium geometry, computed with the ωB97M-V functional and the def2-TZVPD basis.

Calculated values
E = -25605.5937 eV
frontier orbital gap = 7.76 eV
max |F| = 0.0783 hartree/bohr

Structure (ORCA input):
```
! RIJCOSX wB97M-V def2-TZVPD def2/J DEFGRID3
* xyz -1 1
P 3.221 0.090 -0.695
Si -0.831 -0.170 0.319
O 4.350 0.800 -0.098
O 0.018 -0.978 1.337
C -0.679 1.765 0.400
C -2.820 -0.175 0.517
C -0.701 -0.417 -1.589
C 2.794 -1.142 0.521
H -0.963 2.123 -0.674
H -2.983 -0.398 1.649
H -1.157 2.350 1.163
H 0.409 1.988 0.443
H -3.352 -0.921 -0.064
H 2.405 -2.123 0.324
H -1.560 -1.073 -2.013
H 0.269 -1.010 -1.694
H -3.030 0.835 0.342
H -0.689 0.363 -2.289
H 1.786 -0.678 0.763
H 3.513 -1.230 1.338
*
```

These are the Löwdin partial charges, in e, on atoms 1 to 8:
1 P 0.738
2 Si 0.181
3 O -0.539
4 O -0.435
5 C -0.222
6 C -0.210
7 C -0.215
8 C -0.358

=====

(6)
A 2-piece molecular cluster, C4H12O2S2 overall in a non-equilibrium geometry, computed with the ωB97M-V functional and the def2-TZVPD basis.

Calculated values
E = -30104.7881 eV
frontier orbital gap = 9.25 eV
max |F| = 0.0947 hartree/bohr

Structure (ORCA input):
```
! RIJCOSX wB97M-V def2-TZVPD def2/J DEFGRID3
* xyz 0 1
S 49.268 22.996 1.372
S 49.964 28.373 1.078
O 47.806 22.925 1.829
O 48.565 27.825 0.827
C 50.298 22.973 2.958
C 49.837 29.625 2.322
C 50.354 29.447 -0.272
C 49.557 24.681 1.039
H 50.070 28.810 -1.237
H 49.482 24.659 -0.117
H 50.795 30.267 2.460
H 50.606 24.923 1.360
H 49.181 30.428 2.068
H 49.498 29.347 3.294
H 49.056 25.271 1.703
H 49.997 22.018 3.581
H 51.420 29.622 -0.340
H 51.429 22.822 2.683
H 50.009 23.864 3.532
H 49.698 30.295 -0.263
*
```

These are the Löwdin partial charges, in e, on atoms 1 to 8:
1 S 0.805
2 S 0.791
3 O -0.575
4 O -0.549
5 C -0.275
6 C -0.300
7 C -0.290
8 C -0.333

=====

Number 2 is which compound? C4H12O2

=====

Among the records above, which one has the lowest frontier orbital gap? C4H12O2PSi

=====

What is the formula in the third record? C4H12O2

=====

Which of these has the highest E? number 2